A molecular structure, C24H48O38S8 in a non-equilibrium geometry. Source: the OMol25 dataset; level of theory: ωB97M-V/def2-TZVPD.

Positions of all 118 atoms, in Å:
1 C -1.9677 -0.2355 2.5947
2 C -3.2103 -0.4150 1.7050
3 O -3.9330 0.7670 1.8293
4 C -5.1469 0.8233 1.3661
5 O -5.6849 -0.0775 0.8497
6 O -5.6944 1.9708 1.7378
7 C -6.9861 2.2265 1.1329
8 H -2.1955 -0.2735 3.6530
9 H -1.5745 0.7170 2.3490
10 H -1.3176 -1.0650 2.3258
11 H -3.8630 -1.2554 2.0175
12 H -2.9681 -0.6007 0.6573
13 H -7.1509 3.1879 1.5041
14 H -7.8122 1.6197 1.5327
15 H -6.9820 2.2843 0.0521
16 C -5.9604 4.9073 -4.9374
17 C -4.6934 5.1500 -4.1426
18 O -4.7261 4.3879 -2.8825
19 C -4.1402 4.9254 -1.7754
20 O -3.6072 6.0029 -1.6961
21 O -4.2641 4.0154 -0.8213
22 C -3.4901 4.2149 0.3868
23 H -6.8420 5.1908 -4.4098
24 H -6.0176 3.8427 -5.2312
25 H -5.9046 5.6005 -5.7965
26 H -4.5628 6.1765 -3.9952
27 H -3.8334 4.8016 -4.6228
28 H -2.5347 4.5510 -0.0635
29 H -3.4878 3.1995 0.8046
30 H -3.9600 4.8867 1.0755
31 C 1.7166 -0.3465 3.3634
32 C 3.0327 -0.4835 4.1057
33 O 3.9681 0.5484 3.5118
34 S 3.5478 0.7584 1.9959
35 O 4.2240 -0.1741 1.1951
36 O 3.6818 2.1310 1.6459
37 O 2.0648 0.3006 2.1216
38 H 0.9869 0.3169 3.8499
39 H 1.2843 -1.2567 3.0396
40 H 3.5616 -1.4271 4.0322
41 H 2.9268 -0.1751 5.0902
42 C 4.6325 -7.1743 -0.9091
43 C 3.1287 -7.0110 -1.2965
44 O 3.1757 -5.7715 -2.0743
45 S 4.5391 -5.6629 -2.8947
46 O 4.8793 -4.3215 -3.1684
47 O 4.5584 -6.7230 -3.8986
48 O 5.3595 -6.0484 -1.5782
49 H 5.0471 -8.1372 -1.2599
50 H 4.7720 -7.0383 0.1942
51 H 2.6273 -6.6670 -0.3521
52 H 2.6182 -7.8844 -1.7233
53 C 4.5328 2.7488 -2.5973
54 C 5.2963 2.2998 -1.4394
55 O 5.2559 3.2796 -0.3705
56 S 4.1165 4.4625 -0.8425
57 O 4.8527 5.5478 -1.3812
58 O 3.1231 4.5925 0.1808
59 O 3.4571 3.6409 -2.0342
60 H 4.0454 1.9917 -3.1680
61 H 5.0423 3.3451 -3.3717
62 H 6.3724 2.3048 -1.6524
63 H 4.8462 1.4485 -1.0095
64 C -1.0849 -3.1490 -1.8228
65 C -0.2168 -4.3494 -1.7505
66 O 0.4142 -4.3258 -0.3980
67 S -0.3787 -3.2429 0.5578
68 O 0.3095 -2.0073 0.6743
69 O -0.7321 -3.8546 1.7190
70 O -1.6065 -3.0754 -0.4335
71 H -1.9302 -3.1437 -2.5481
72 H -0.5143 -2.2355 -2.0570
73 H 0.5312 -4.3851 -2.5508
74 H -0.7397 -5.3068 -1.6627
75 C 5.0265 -3.2738 0.4531
76 C 5.8860 -3.1195 1.7047
77 O 5.3035 -4.1263 2.5671
78 S 3.7328 -4.4114 2.2560
79 O 2.9031 -3.8995 3.3199
80 O 3.5435 -5.7792 1.8971
81 O 3.7225 -3.3598 1.0281
82 H 5.3680 -4.1220 -0.0984
83 H 5.1077 -2.3726 -0.1339
84 H 5.7856 -2.1391 2.1943
85 H 6.9243 -3.3112 1.6080
86 C 1.5991 4.6583 2.9942
87 C 3.0032 4.6777 3.3665
88 O 3.0366 4.3529 4.8228
89 S 1.7759 3.4665 5.2114
90 O 1.0654 4.0410 6.2218
91 O 2.2542 2.0693 5.3525
92 O 0.9421 3.5596 3.7900
93 H 1.5724 4.2937 1.9859
94 H 0.8892 5.4650 3.1111
95 H 3.5277 5.5639 3.1346
96 H 3.4436 3.7911 2.8887
97 C -5.0991 -2.9435 -1.2572
98 C -6.3217 -2.8035 -2.0832
99 O -5.8915 -2.9302 -3.4694
100 S -4.7076 -3.8979 -3.5688
101 O -3.6587 -3.3257 -4.3538
102 O -5.1732 -5.1930 -3.8364
103 O -4.3840 -3.8830 -2.0589
104 H -5.3211 -3.4509 -0.2826
105 H -4.4974 -2.0117 -1.0487
106 H -6.8034 -1.8859 -1.8494
107 H -6.7905 -3.7413 -1.8027
108 C -0.2458 2.6278 0.3078
109 C 0.5999 2.5548 -0.8987
110 O 0.0849 1.4024 -1.6755
111 S -1.4866 1.5123 -1.5506
112 O -1.9728 0.1801 -1.7451
113 O -2.0251 2.5732 -2.2642
114 O -1.4212 1.7685 0.1078
115 H -0.6023 3.6605 0.4847
116 H 0.2304 2.2519 1.2227
117 H 1.6720 2.1953 -0.8269
118 H 0.5877 3.4486 -1.4580

Computed properties:
Gap between HOMO and LUMO, Eh: 0.3969
ΔE to the lowest compared entry with this formula, charge and spin, eV: 0.696
Spin multiplicity: 1

---

C5H9NOS in the gas phase in a non-equilibrium geometry. Source: the OMol25 dataset; level of theory: ωB97M-V/def2-TZVPD.

Positions of all 17 atoms, in Å:
1 C 0.2359 0.3853 -2.7048
2 C -0.0691 -0.5383 0.3390
3 C -0.4014 -0.1266 1.7135
4 C -0.3052 1.1373 2.2070
5 C 0.1555 2.3711 1.4545
6 H 1.2307 0.0117 -2.4859
7 H -0.0440 0.0614 -3.7090
8 H 0.2290 1.4285 -2.5505
9 H -1.2187 1.0634 -0.4292
10 H -0.5776 -0.9259 2.4020
11 H -0.4134 1.2429 3.2853
12 H -0.7272 2.9539 1.0791
13 H 0.8066 2.0906 0.6214
14 H 0.6793 3.0169 2.1674
15 N -0.6480 0.2300 -0.5974
16 O -0.7575 -0.1944 -1.8613
17 S 0.8086 -1.8981 0.0398

Computed properties:
Gap between HOMO and LUMO, Eh: 0.3190
ΔE to the lowest compared entry with this formula, charge and spin, eV: 3.302
Spin multiplicity: 1
SMILES string: C/C=C\C(=S)NOC

---

A molecular structure, C41H46P2Pb in a non-equilibrium geometry. Source: the OMol25 dataset; level of theory: ωB97M-V/def2-TZVPD.

Positions of all 90 atoms, in Å:
1 Pb -0.5298 2.7064 -3.1104
2 C -1.9513 1.4467 -4.3276
3 C -1.9825 0.1215 -3.9018
4 C -1.3194 -0.9923 -4.5723
5 C 0.0771 -0.6387 -5.1412
6 C 0.8644 0.3302 -4.3420
7 C 0.9832 1.6939 -4.5937
8 C 0.0987 2.4810 -5.5913
9 C -1.3613 1.9146 -5.6758
10 C 2.9322 0.2653 3.4961
11 H -2.7447 2.0954 -3.9108
12 H -2.7310 -0.1627 -3.1732
13 H -1.9279 -1.3742 -5.4129
14 H -1.2512 -1.8484 -3.8815
15 H 0.6400 -1.5842 -5.2191
16 H -0.0241 -0.2763 -6.1719
17 H 1.6055 -0.1593 -3.6961
18 H 1.9735 2.1227 -4.4042
19 H 0.6124 2.5416 -6.5564
20 H 0.0151 3.5531 -5.2745
21 H -2.0365 2.7329 -5.9933
22 H -1.4072 1.0799 -6.3882
23 H 2.8257 1.0337 2.7261
24 H 3.1031 -0.6971 3.0034
25 H 3.8126 0.5101 4.1027
26 P -1.5915 -0.8704 0.2722
27 P 1.7967 -0.0496 0.3635
28 C -0.3677 -1.1707 -1.0519
29 C 0.9439 -0.7697 -1.0614
30 C -2.5784 -2.3684 0.3560
31 C -2.8823 -3.1825 -0.7319
32 C -3.6780 -4.3003 -0.5087
33 C -4.1218 -4.6159 0.7781
34 C -3.7413 -3.8187 1.8628
35 C -2.9457 -2.7104 1.6668
36 C -2.9035 0.1905 -0.5265
37 C -2.3754 1.3857 -1.0656
38 C -3.1433 2.5438 -1.2572
39 C -4.5234 2.4720 -1.0231
40 C -5.1129 1.2522 -0.6449
41 C -4.3037 0.1366 -0.3740
42 C 3.3078 -1.1090 0.4221
43 C 3.1178 -2.4551 0.8092
44 C 4.2096 -3.2781 1.0815
45 C 5.5129 -2.7834 0.9299
46 C 5.7111 -1.4734 0.4837
47 C 4.6189 -0.6417 0.2210
48 C 2.3920 1.5809 -0.2916
49 C 2.3662 2.6816 0.5940
50 C 2.7428 3.9395 0.1385
51 C 3.0869 4.1144 -1.2101
52 C 3.1574 3.0167 -2.0798
53 C 2.8478 1.7417 -1.6058
54 H -0.6861 -1.8984 -1.8038
55 H 1.6280 -1.0692 -1.8762
56 H -2.5872 -2.9045 -1.7414
57 H -3.9628 -4.9273 -1.3448
58 H -4.7131 -5.5149 0.9514
59 H -4.0711 -4.0572 2.8674
60 H -2.6735 -2.0411 2.4832
61 H -1.2902 1.3300 -1.3082
62 H -2.7317 3.5204 -1.5868
63 H -5.1417 3.3602 -1.0978
64 H -6.2028 1.1674 -0.5648
65 H -4.7646 -0.8047 -0.0866
66 H 2.1040 -2.8617 0.8629
67 H 4.0494 -4.3092 1.4078
68 H 6.3675 -3.4132 1.1760
69 H 6.7272 -1.0942 0.3334
70 H 4.7818 0.3614 -0.1779
71 H 2.0567 2.5171 1.6293
72 H 2.7499 4.7801 0.8372
73 H 3.3417 5.1087 -1.5710
74 H 3.4711 3.1570 -3.1195
75 H 2.9553 0.8890 -2.2837
76 C 0.5903 0.6113 7.5404
77 C -0.0953 0.0411 6.3044
78 C -0.4486 -1.4153 6.5803
79 C -1.3847 0.8036 6.0693
80 C 0.8302 0.1580 5.1182
81 C 1.7395 0.2118 4.3151
82 H -0.0337 0.5164 8.4323
83 H 0.7917 1.6746 7.4146
84 H 1.5427 0.1140 7.7355
85 H -1.0474 -1.5256 7.4929
86 H -1.0141 -1.8326 5.7481
87 H 0.4541 -2.0200 6.6695
88 H -1.1876 1.8542 5.8668
89 H -1.9444 0.3847 5.2327
90 H -2.0199 0.7742 6.9571

Computed properties:
Gap between HOMO and LUMO (spin up / spin down), Eh: 0.1857 / 0.1844
ΔE to the lowest compared entry with this formula, charge and spin, eV: 0.000
Spin multiplicity: 1

---

2 unconnected molecules or ions with the total composition C4H12O in a non-equilibrium geometry. Source: the OMol25 dataset; level of theory: ωB97M-V/def2-TZVPD.

Positions of all 17 atoms, in Å:
1 C 0.0260 -0.8265 -0.1171
2 C -1.2816 0.1208 -0.0197
3 C -1.0274 1.5890 0.3629
4 C 0.0381 1.7575 1.4490
5 H -0.3784 -1.8435 -0.1879
6 H 0.8673 -0.8220 0.5546
7 H 0.4890 -0.4200 -1.0270
8 H -1.9570 -0.2451 0.7783
9 H -1.6928 0.0165 -1.0137
10 H -1.8931 2.0231 0.8888
11 H -0.8221 2.3302 -0.4779
12 H 0.8622 2.4715 1.2498
13 H 0.6553 0.8570 1.5680
14 H -0.5127 1.8510 2.3773
15 H 1.5930 -2.5681 -2.1813
16 H 2.6057 -3.3664 -1.6752
17 O 2.4285 -2.9249 -2.5290

Computed properties:
Gap between HOMO and LUMO, Eh: 0.4377
ΔE to the lowest compared entry with this formula, charge and spin, eV: 1.112
Spin multiplicity: 1
SMILES string: CCCC.O

---

A molecular structure, C23H37CeO3 in a non-equilibrium geometry. Source: the OMol25 dataset; level of theory: ωB97M-V/def2-TZVPD.

Positions of all 64 atoms, in Å:
1 O -1.4772 -1.4135 -2.9781
2 C -1.9144 -0.5555 -1.8356
3 C -3.1581 -1.4019 -1.5619
4 H -2.0330 0.5104 -2.0692
5 H -1.1184 -0.6952 -1.0908
6 C -2.5094 -2.3670 -2.6382
7 H -4.1724 -0.9156 -1.6151
8 H -2.9748 -1.6632 -0.4763
9 C -2.9230 -2.7907 -4.0329
10 H -2.9952 -1.9826 -4.7441
11 H -3.7630 -3.4803 -4.0279
12 H -2.1077 -3.4584 -4.3329
13 C -2.0015 -3.6650 -2.0784
14 H -1.8036 -3.7194 -1.0000
15 H -1.1416 -3.9978 -2.6834
16 H -2.8669 -4.3317 -2.1591
17 Ce 0.7145 1.1189 0.8361
18 C -1.1435 0.0206 2.6322
19 C -1.0607 1.4014 2.8911
20 C -1.5148 2.1255 1.7435
21 H -0.7058 1.8680 3.7894
22 C -1.9410 1.1672 0.7906
23 C -1.6123 -0.1294 1.2971
24 H -1.9752 -1.0795 0.9074
25 H -0.9125 -0.7894 3.3131
26 H -1.3759 3.2121 1.6009
27 H -2.3455 1.3559 -0.2036
28 C 2.7166 -1.4426 1.5089
29 C 1.4026 -1.9793 1.6836
30 C 0.6539 -1.6652 0.5256
31 H 1.0800 -2.6029 2.5119
32 C 1.4567 -0.8441 -0.3569
33 C 2.7493 -0.7035 0.2869
34 H 3.6264 -0.2712 -0.1898
35 H 3.5748 -1.6578 2.1310
36 H -0.2884 -2.1566 0.2711
37 H 1.1603 -0.4710 -1.3327
38 O 0.4044 1.5848 -2.3074
39 C 0.1453 0.8940 -3.5836
40 C -0.1332 1.8661 -4.7453
41 H -0.8370 0.4408 -3.5029
42 H 0.8227 0.0602 -3.8047
43 C 0.2294 3.2158 -4.1963
44 H -1.2203 1.8018 -4.8988
45 H 0.3079 1.5798 -5.7203
46 C 0.6952 2.9798 -2.7333
47 H -0.6507 3.8548 -4.2003
48 H 1.0046 3.6572 -4.8203
49 H 0.2252 3.6076 -1.9355
50 H 1.7782 3.1478 -2.7641
51 C 1.6858 -0.5114 4.6486
52 C 2.1347 0.8067 4.0334
53 C 1.6069 1.9425 4.9003
54 C 3.6544 0.8363 3.9650
55 O 1.6250 0.9835 2.6775
56 H 2.0646 -0.6013 5.6776
57 H 2.0427 -1.3821 4.0942
58 H 0.5976 -0.5682 4.7021
59 H 1.9741 1.9023 5.9434
60 H 1.8843 2.9076 4.4632
61 H 0.5179 1.8866 4.9505
62 H 4.0257 0.0889 3.2604
63 H 3.9928 1.8261 3.6418
64 H 4.1224 0.6421 4.9417

Computed properties:
Gap between HOMO and LUMO (spin up / spin down), Eh: 0.2499 / 0.2509
Spin multiplicity: 2

---

7 unconnected molecules or ions with the total composition C31H45Br12F7N2O6 in a non-equilibrium geometry. Source: the OMol25 dataset; level of theory: ωB97M-V/def2-TZVPD.

Positions of all 103 atoms, in Å:
1 N 4.4107 -0.1473 1.6984
2 C 4.6157 -0.3204 0.2603
3 C 3.5250 0.2874 -0.6493
4 C 3.1671 1.6958 -0.1652
5 C 2.3309 2.5115 -1.1433
6 O 0.9737 2.0617 -1.2095
7 C 0.6868 1.0378 -2.1282
8 O 1.0126 1.3892 -3.4491
9 C -0.8258 0.8070 -1.9815
10 N -1.2142 -0.3463 -1.1794
11 C -0.9061 -1.6607 -1.7519
12 C -2.1437 -2.2565 -2.3983
13 O -2.3599 -3.3999 -2.6245
14 F -3.0553 -1.3041 -2.7425
15 C -0.8018 -0.2734 0.1687
16 O 0.3144 -0.4017 0.5807
17 C -1.9336 -0.0645 1.2152
18 F -1.8129 -0.9630 2.2085
19 F -3.1126 -0.3083 0.5992
20 C -2.0216 1.3796 1.7577
21 F -3.1992 1.4865 2.4010
22 F -2.0699 2.2244 0.6992
23 C -0.9330 1.8383 2.7636
24 F -1.4208 2.9874 3.3162
25 F -0.8051 0.9442 3.7493
26 C 0.4803 2.1952 2.2148
27 O 1.4205 1.5498 2.5611
28 O 0.5690 3.2888 1.4435
29 C 2.2368 3.9777 -0.7241
30 C 2.9579 4.5361 0.3235
31 C 2.7536 5.8619 0.6621
32 C 1.8436 6.6419 -0.0204
33 C 1.1336 6.1088 -1.0846
34 C 1.3365 4.7793 -1.4189
35 H 3.4337 -0.1504 1.9571
36 H 4.8555 0.6863 2.0476
37 H 4.7360 -1.3851 0.0552
38 H 5.5614 0.1733 0.0218
39 H 3.9521 0.3277 -1.6532
40 H 2.6711 -0.3862 -0.5705
41 H 4.1230 2.2045 -0.0191
42 H 2.6477 1.6341 0.7895
43 H 2.8378 2.5132 -2.1118
44 H 1.2239 0.1098 -1.9412
45 H 0.4316 2.0979 -3.7494
46 H -1.2673 0.7110 -2.9726
47 H -1.2431 1.7071 -1.5283
48 H -0.6175 -2.3252 -0.9430
49 H -0.1493 -1.6282 -2.5409
50 H 0.0925 3.2066 0.6017
51 H 3.6523 3.9440 0.8987
52 H 3.3051 6.2863 1.4906
53 H 1.6654 7.6750 0.2418
54 H 0.3982 6.6790 -1.6350
55 H 0.7582 4.3455 -2.2247
56 Br -1.6017 -4.7619 -0.4709
57 C -2.9232 -5.1603 0.9037
58 C -2.4327 -6.1836 1.8933
59 Br -2.4689 -7.9794 1.1507
60 H -3.8219 -5.4750 0.3821
61 H -3.1076 -4.2100 1.4045
62 H -3.0847 -6.2194 2.7642
63 H -1.4133 -5.9957 2.2132
64 Br -4.0037 -1.8403 3.6591
65 C -5.5183 -2.8571 4.3331
66 C -5.8887 -3.9800 3.4018
67 Br -6.8223 -3.3397 1.8226
68 H -6.3283 -2.1512 4.4842
69 H -5.2009 -3.2548 5.2947
70 H -6.5769 -4.6669 3.8888
71 H -5.0207 -4.5267 3.0480
72 Br -1.1177 -0.9752 8.1360
73 C -1.9920 0.4564 7.1504
74 C -1.4851 1.8131 7.5570
75 Br -2.2071 2.3742 9.2740
76 H -3.0586 0.3418 7.3120
77 H -1.7608 0.2674 6.1045
78 H -1.8140 2.5666 6.8448
79 H -0.4043 1.8435 7.6463
80 Br 2.7074 -3.8216 -4.8452
81 C 1.3935 -4.9550 -5.7311
82 C -0.0078 -4.4849 -5.4548
83 Br -0.6167 -4.9470 -3.6628
84 H 1.5723 -5.9698 -5.3924
85 H 1.6214 -4.8810 -6.7924
86 H -0.7103 -4.9724 -6.1274
87 H -0.1055 -3.4076 -5.5461
88 Br 0.0970 7.2776 2.2576
89 C -0.6170 6.9253 4.0336
90 C 0.4581 7.0132 5.0823
91 Br 1.6114 5.4458 5.0482
92 H -1.0805 5.9445 3.9945
93 H -1.3807 7.6809 4.2055
94 H 0.0207 7.0314 6.0778
95 H 1.0991 7.8786 4.9509
96 Br 3.3300 -6.5808 -8.7237
97 C 3.0317 -5.8006 -10.4773
98 C 3.0600 -4.2967 -10.4217
99 Br 1.4253 -3.5753 -9.6510
100 H 2.0857 -6.1898 -10.8384
101 H 3.8391 -6.1734 -11.1034
102 H 3.1163 -3.8799 -11.4245
103 H 3.8815 -3.9179 -9.8229

Computed properties:
Gap between HOMO and LUMO, Eh: 0.3130
Spin multiplicity: 1
SMILES string: NCCC[C@@H](O[C@H](O)CN(CC(=O)F)C(=O)C(F)(F)C(F)(F)C(F)(F)C(=O)O)c1ccccc1.BrCCBr.BrCCBr.BrCCBr.BrCCBr.BrCCBr.BrCCBr

---

Result set for calculated total energy: -6987.653622 -723.998460 -2465.147423 -234.791738 -1599.261023 -33356.390676 Ha, one per record in the order listed.